(1)
2 unconnected molecules or ions with the total composition C18H38ClIN3O9P4S2 at a distorted geometry, computed with ωB97M-V with the def2-TZVPD basis set.

```
! wB97M-V def2-TZVPD RIJCOSX def2/J DEFGRID3
* xyz 1 1
C 1.680 -1.813 -4.392
C 1.900 -1.080 -3.299
C 0.805 -0.880 -2.280
N 1.181 -1.041 -0.822
P 2.048 -2.695 -0.937
O 1.270 -3.636 -1.748
C 2.073 0.119 -0.318
C 3.586 -0.111 -0.541
O 4.161 -1.029 0.370
N 5.549 -0.581 0.736
O 6.330 -1.055 0.054
P 1.963 1.709 -1.402
O 2.918 1.636 -2.524
C 1.921 0.422 1.214
C 2.131 1.875 1.661
C 2.332 1.913 3.150
O 1.702 2.568 3.873
Cl 3.664 0.916 3.784
O 0.690 0.104 1.859
C 0.200 -1.224 1.615
P -1.374 -1.334 2.749
S -1.503 0.030 4.100
P 1.292 -2.504 2.559
O 2.896 -2.362 2.343
O 1.049 -1.934 4.051
C -0.146 -1.240 0.103
N -0.908 -2.394 -0.204
C -0.845 -3.703 0.464
C -1.497 -4.744 -0.440
C -2.946 -4.402 -0.828
C -1.016 0.036 -0.301
I -2.505 -0.362 -1.845
C -1.818 0.835 0.738
C -2.197 2.219 0.142
H 2.514 -2.203 -4.953
H 0.672 -1.985 -4.744
H 2.865 -0.599 -3.253
H 0.037 -1.595 -2.538
H 0.310 0.064 -2.482
H 2.170 -3.174 0.370
H 3.315 -2.482 -1.475
H 4.106 0.845 -0.443
H 3.811 -0.430 -1.551
H 2.297 2.811 -0.610
H 0.655 1.918 -1.868
H 2.702 -0.069 1.779
H 3.077 2.202 1.228
H 1.312 2.536 1.407
H -1.295 -2.603 3.326
H -2.448 -1.469 1.870
H 3.366 -1.682 2.852
H 1.696 -2.343 4.641
H -0.980 -2.619 -1.185
H -1.383 -3.767 1.408
H 0.153 -4.083 0.651
H -0.887 -4.925 -1.320
H -1.495 -5.666 0.136
H -2.969 -4.025 -1.849
H -3.384 -3.650 -0.180
H -3.545 -5.305 -0.851
H -0.392 0.792 -0.757
H -2.766 0.352 0.935
H -1.299 1.061 1.655
H -1.760 2.402 -0.834
H -3.270 2.361 0.112
H -1.829 3.010 0.791
C -5.169 5.618 -1.449
S -3.451 6.120 -1.313
O -2.633 4.876 -1.347
C -3.538 6.643 0.401
H -5.320 5.215 -2.448
H -5.387 4.854 -0.704
H -5.811 6.487 -1.305
H -3.866 5.809 1.022
H -4.229 7.481 0.489
H -2.542 6.960 0.703
*
```

E_HOMO (eV): -10.9
Orbital gap (eV): 7.15


(2)
A molecular structure, C18H38GeMnN9O3S4Si3, computed with ωB97M-V with the def2-TZVPD basis set.

```
! wB97M-V def2-TZVPD RIJCOSX def2/J DEFGRID3
* xyz -2 5
Mn -0.218 -0.089 0.793
O -0.279 5.221 5.262
C -0.247 4.294 4.481
S -0.969 2.716 4.797
C -0.541 1.961 3.267
C 0.146 2.707 2.385
S 0.704 2.213 0.808
S 0.514 4.354 2.895
S -1.057 0.315 3.011
N 1.004 -2.783 -0.401
C 1.445 -2.489 0.863
N 2.176 -3.287 1.622
N 2.298 -2.604 2.789
N 1.690 -1.478 2.733
N 1.111 -1.374 1.507
C 0.823 -1.748 -1.379
N 1.327 -2.165 -2.507
N 1.133 -1.433 -3.700
N -0.054 -0.629 -3.803
N 0.178 -0.616 -1.011
H 1.504 -3.552 -0.822
C -2.955 1.558 0.750
O -2.076 0.682 0.044
H -3.586 0.999 1.442
H -3.558 2.128 0.043
H -2.326 2.240 1.315
H -2.557 0.054 -0.511
C -1.134 -3.287 2.751
C -2.266 -2.607 2.035
C -3.652 -2.798 2.590
O -2.087 -1.911 1.053
H -1.486 -4.014 3.483
H -0.539 -2.524 3.264
H -0.475 -3.765 2.027
H -3.890 -3.861 2.654
H -4.381 -2.277 1.973
H -3.670 -2.391 3.604
C -1.317 -3.364 -3.580
Si -1.189 -1.719 -4.484
C -2.929 -1.014 -4.519
C -0.750 -2.115 -6.279
Ge 0.148 0.778 -2.491
Si -1.945 2.090 -2.760
C -3.846 1.812 -2.670
C -1.705 2.713 -4.550
C -1.636 3.637 -1.710
Si 2.631 -0.970 -4.453
C 3.852 -0.150 -3.294
C 2.221 0.173 -5.877
C 3.438 -2.544 -5.097
H -2.045 -4.019 -4.073
H -1.630 -3.209 -2.544
H -0.347 -3.863 -3.555
H -3.595 -1.743 -4.992
H -3.000 -0.077 -5.074
H -3.291 -0.835 -3.507
H -1.445 -2.848 -6.701
H 0.259 -2.526 -6.344
H -0.794 -1.212 -6.894
H -4.224 1.355 -3.583
H -4.329 2.790 -2.560
H -4.180 1.191 -1.835
H -1.992 1.969 -5.296
H -0.648 2.948 -4.709
H -2.284 3.625 -4.731
H -1.496 3.402 -0.655
H -2.440 4.376 -1.810
H -0.704 4.102 -2.043
H 3.441 0.794 -2.929
H 4.812 0.043 -3.783
H 4.028 -0.791 -2.427
H 1.750 1.081 -5.496
H 1.522 -0.303 -6.567
H 3.125 0.448 -6.429
H 3.527 -3.254 -4.273
H 4.436 -2.355 -5.502
H 2.829 -3.006 -5.877
*
```

E_HOMO (alpha / beta) (eV): -1.1 / -1.2
Orbital gap (alpha / beta) (eV): 5.24 / 5.36
Energy above the lowest of the compared OMol25 structures with the same formula, charge and spin (kJ/mol): 17.8
<S²>: 6.097


(3)
6 unconnected molecules or ions with the total composition C18H38N2O12S4 at a distorted geometry, computed with ωB97M-V with the def2-TZVPD basis set.

```
! wB97M-V def2-TZVPD RIJCOSX def2/J DEFGRID3
* xyz 0 1
C 1.817 0.123 1.311
N 1.754 -0.975 0.285
O 2.289 -0.826 -0.806
O 1.155 -1.981 0.629
H 0.890 0.695 1.336
H 2.715 0.694 1.074
H 1.897 -0.344 2.293
C 4.943 2.949 -1.881
N 6.105 3.834 -2.129
O 7.157 3.566 -1.501
O 5.848 4.995 -2.636
H 4.834 2.963 -0.797
H 5.008 1.931 -2.264
H 4.160 3.526 -2.373
O -0.680 3.704 4.970
S -2.109 3.906 4.951
O -2.964 2.935 5.702
C -2.541 5.621 5.407
C -2.850 6.198 4.042
C -3.578 5.211 3.169
C -2.645 4.046 3.097
H -1.714 5.979 6.019
H -3.474 5.648 5.969
H -3.500 7.041 4.274
H -1.938 6.527 3.543
H -3.716 5.667 2.189
H -4.466 4.774 3.626
H -1.745 4.286 2.531
H -2.882 3.019 2.822
O -1.411 1.859 -1.977
S -1.915 3.108 -2.508
O -1.460 4.335 -1.870
C -1.929 3.236 -4.388
C -3.356 2.792 -4.852
C -4.078 2.043 -3.703
C -3.782 2.874 -2.407
H -1.205 2.536 -4.805
H -1.667 4.284 -4.536
H -4.010 3.599 -5.183
H -3.293 2.126 -5.712
H -3.600 1.086 -3.496
H -5.118 1.826 -3.946
H -4.169 2.571 -1.434
H -4.114 3.910 -2.473
O 6.042 -3.202 -3.532
S 5.584 -4.384 -4.233
O 5.647 -4.521 -5.686
C 6.332 -5.884 -3.465
C 5.167 -6.821 -3.126
C 3.891 -6.362 -3.750
C 3.854 -4.830 -3.729
H 6.919 -5.445 -2.658
H 7.051 -6.242 -4.202
H 5.350 -7.889 -3.250
H 5.067 -6.911 -2.044
H 3.073 -6.804 -3.180
H 3.899 -6.737 -4.774
H 3.755 -4.535 -2.684
H 3.127 -4.273 -4.321
O -3.256 -1.535 1.898
S -3.595 -2.584 2.862
O -5.037 -2.705 3.257
C -2.862 -4.258 2.373
C -2.317 -4.801 3.661
C -1.742 -3.650 4.510
C -2.588 -2.388 4.389
H -2.096 -4.048 1.627
H -3.608 -4.824 1.815
H -3.072 -5.402 4.167
H -1.514 -5.482 3.381
H -0.726 -3.501 4.145
H -1.647 -4.095 5.501
H -2.048 -1.447 4.285
H -3.315 -2.337 5.199
*
```

E_HOMO (eV): -10.1
Orbital gap (eV): 9.82
Energy above the lowest of the compared OMol25 structures with the same formula, charge and spin (kJ/mol): 182.4
SMILES: C[N+](=O)[O-].C[N+](=O)[O-].O=S1(=O)CCCC1.O=S1(=O)CCCC1.O=S1(=O)CCCC1.O=S1(=O)CCCC1